The following is a DFT calculation (wB97M-V/def2-TZVPD) of a cluster of 11 separate species, C34H45ClN3O31P in total in a non-equilibrium geometry.

Geometry as XYZ:
```
115
C34H45ClN3O31P wB97M-V/def2-TZVPD
N -5.99 3.13 -0.34
C -4.95 2.74 -0.04
C -3.63 2.29 0.39
Cl -2.44 2.64 -0.88
C -3.65 0.78 0.75
C -2.29 0.34 1.04
N -1.23 0.10 1.43
P -4.81 0.60 2.23
N -3.79 0.01 3.47
O -5.74 -0.72 1.93
H -3.33 2.85 1.28
H -4.02 0.20 -0.10
H -2.86 0.46 3.45
H -4.21 0.39 4.31
H -5.27 -1.46 1.54
C 0.41 0.62 -4.75
C -1.06 0.28 -4.76
O -1.61 1.29 -3.90
C -0.78 2.35 -3.90
O -1.02 3.43 -3.45
O 0.39 2.03 -4.51
H 0.91 0.42 -5.70
H 0.95 0.13 -3.94
H -1.51 0.40 -5.75
H -1.27 -0.71 -4.39
C 1.00 5.12 -7.82
C -0.07 4.26 -7.16
O -0.19 3.17 -8.09
C 0.96 3.06 -8.77
O 1.25 2.12 -9.44
O 1.75 4.14 -8.56
H 1.65 5.62 -7.11
H 0.58 5.84 -8.52
H 0.26 3.85 -6.20
H -1.03 4.76 -7.04
C 2.34 -1.98 -7.07
C 2.45 -3.48 -6.89
O 1.43 -3.75 -5.91
C 0.52 -2.75 -5.97
O -0.52 -2.73 -5.39
O 0.96 -1.75 -6.76
H 2.55 -1.65 -8.09
H 2.96 -1.43 -6.37
H 2.21 -4.02 -7.81
H 3.42 -3.81 -6.53
C 4.51 -5.27 -11.21
C 3.83 -6.50 -10.64
O 4.34 -6.53 -9.30
C 4.73 -5.29 -8.96
O 5.04 -4.94 -7.87
O 4.70 -4.47 -10.04
H 3.90 -4.72 -11.93
H 5.48 -5.49 -11.65
H 2.75 -6.40 -10.60
H 4.09 -7.42 -11.16
C 0.54 0.90 5.81
C 1.21 2.19 5.37
O 0.38 2.60 4.26
C -0.82 2.03 4.40
O -1.78 2.29 3.73
O -0.82 1.13 5.41
H 0.60 0.74 6.88
H 0.91 0.03 5.28
H 1.18 2.95 6.14
H 2.24 2.05 5.03
C 1.86 0.23 10.65
C 1.20 -0.95 9.99
O 1.46 -0.70 8.60
C 2.55 0.09 8.51
O 3.12 0.34 7.49
O 2.91 0.56 9.73
H 2.28 0.01 11.63
H 1.18 1.09 10.73
H 1.65 -1.91 10.26
H 0.13 -0.98 10.16
C 4.57 0.59 -11.28
C 3.49 -0.18 -10.54
O 3.33 -1.34 -11.37
C 4.47 -1.53 -12.07
O 4.72 -2.50 -12.71
O 5.30 -0.46 -11.94
H 5.24 1.15 -10.63
H 4.16 1.26 -12.04
H 3.82 -0.50 -9.55
H 2.56 0.37 -10.46
C -2.72 -0.43 7.15
C -3.42 -1.53 7.91
O -2.74 -1.49 9.18
C -2.22 -0.25 9.33
O -1.70 0.16 10.32
O -2.32 0.46 8.19
H -3.36 0.10 6.45
H -1.83 -0.78 6.62
H -4.48 -1.33 8.07
H -3.31 -2.51 7.45
C -7.09 -2.51 4.59
C -5.65 -2.97 4.55
O -5.33 -3.06 5.95
C -6.48 -3.21 6.65
O -6.53 -3.46 7.81
O -7.55 -3.03 5.84
H -7.71 -2.90 3.78
H -7.18 -1.42 4.61
H -5.55 -3.97 4.11
H -4.98 -2.28 4.06
C 3.05 4.97 10.38
C 2.08 4.24 11.29
O 1.19 3.62 10.36
C 1.84 3.49 9.17
O 1.44 2.86 8.25
O 3.01 4.17 9.19
H 4.06 5.02 10.76
H 2.70 5.98 10.13
H 2.57 3.46 11.88
H 1.52 4.90 11.95
```

Output
HOMO-LUMO gap	9.59	eV
SMILES	N#C[C@H]([C@@H](Cl)C#N)P(N)O.O=C1OCCO1.O=C1OCCO1.O=C1OCCO1.O=C1OCCO1.O=C1OCCO1.O=C1OCCO1.O=C1OCCO1.O=C1OCCO1.O=C1OCCO1.O=C1OCCO1
LUMO energy	0.36	eV
spin multiplicity	1
E	-125743.45874	eV

***

The following is a DFT calculation (wB97M-V/def2-TZVPD) of a cluster of 4 separate species, C34H45ClNO5S2 in total in a non-equilibrium geometry.

Geometry as XYZ:
```
88
C34H45ClNO5S2 wB97M-V/def2-TZVPD
C -0.14 -2.22 5.66
C -0.43 -1.21 4.54
C 0.41 -1.47 3.29
O -0.48 -1.42 2.16
C 0.06 -0.91 1.03
O 1.19 -1.14 0.66
C -0.96 -0.08 0.26
S -0.35 0.61 -1.28
C 0.17 2.31 -0.87
Cl 1.52 2.65 -2.02
C 0.72 2.47 0.56
C -0.26 3.08 1.58
C 0.08 4.56 1.81
C -0.06 2.34 2.93
N -1.68 2.88 1.20
O -2.49 3.30 2.10
C -2.08 3.34 -0.16
C -2.70 4.73 -0.15
C -3.17 2.37 -0.69
C -0.90 3.35 -1.15
O -0.14 0.13 4.94
C -0.95 0.72 5.85
O -0.53 1.65 6.53
C -2.40 0.28 5.94
S -3.27 0.90 4.46
H 0.01 -1.73 6.62
H -0.99 -2.88 5.78
H 0.71 -2.86 5.44
H -1.45 -1.35 4.21
H 1.18 -0.71 3.22
H 0.87 -2.45 3.34
H -1.77 -0.75 -0.03
H -1.40 0.64 0.94
H 1.12 1.52 0.86
H 1.55 3.16 0.49
H -0.76 5.10 2.23
H 0.91 4.64 2.50
H 0.41 5.05 0.89
H 0.27 3.02 3.71
H -0.98 1.89 3.27
H 0.70 1.57 2.86
H -2.76 5.08 -1.18
H -3.71 4.68 0.23
H -2.14 5.44 0.44
H -3.57 1.75 0.10
H -2.80 1.74 -1.48
H -3.99 2.94 -1.12
H -1.30 3.26 -2.15
H -0.41 4.32 -1.08
H -2.49 -0.80 5.98
H -2.87 0.75 6.79
H -3.15 -0.11 3.58
C 3.26 -0.38 -6.77
C 3.20 -1.71 -6.39
C 2.72 -2.07 -5.14
C 2.27 -1.08 -4.27
C 2.32 0.25 -4.64
C 2.82 0.61 -5.89
H 3.64 -0.11 -7.74
H 3.54 -2.48 -7.07
H 2.69 -3.11 -4.84
H 1.89 -1.35 -3.29
H 1.98 1.02 -3.96
H 2.86 1.65 -6.18
C 7.67 -3.73 -3.11
C 7.97 -4.40 -4.29
C 7.33 -4.04 -5.47
C 6.40 -3.01 -5.46
C 6.10 -2.34 -4.28
C 6.73 -2.71 -3.11
H 8.17 -4.01 -2.19
H 8.70 -5.19 -4.29
H 7.56 -4.56 -6.39
H 5.90 -2.73 -6.38
H 5.37 -1.54 -4.28
H 6.50 -2.19 -2.18
C -7.11 -2.77 0.86
C -6.92 -1.57 1.54
C -5.65 -1.05 1.68
C -4.56 -1.71 1.13
C -4.74 -2.91 0.45
C -6.02 -3.44 0.32
H -8.10 -3.18 0.75
H -7.77 -1.05 1.96
H -5.50 -0.11 2.21
H -3.56 -1.30 1.23
H -3.89 -3.42 0.02
H -6.16 -4.37 -0.21
```

Output
HOMO-LUMO gap (alpha / beta)	9.21 / 8.84	eV
LUMO energy (alpha / beta)	0.37 / -0.18	eV
spin multiplicity	2
E	-81906.22292	eV

***

The following is a DFT calculation (wB97M-V/def2-TZVPD) of a structure of composition C34H45CsFN5O9S4Si in a non-equilibrium geometry.

Geometry as XYZ:
```
100
C34H45CsFN5O9S4Si wB97M-V/def2-TZVPD
Cs -0.28 -0.31 0.81
C -1.23 4.23 -0.76
Si -3.10 4.37 -1.09
C -3.34 5.30 -2.76
C -3.77 5.55 0.29
N -3.73 2.82 -1.24
C -4.85 2.17 -1.05
C -6.07 2.73 -0.56
C -7.21 1.98 -0.42
C -7.23 0.63 -0.75
C -6.07 0.04 -1.23
C -4.93 0.79 -1.37
F -3.81 0.17 -1.84
H -0.66 4.89 -1.41
H -0.89 3.22 -0.93
H -0.98 4.48 0.27
H -2.75 6.21 -2.81
H -4.39 5.56 -2.93
H -3.03 4.66 -3.57
H -3.08 6.38 0.48
H -3.87 5.00 1.22
H -4.74 5.98 0.06
H -6.06 3.78 -0.30
H -8.11 2.44 -0.03
H -8.13 0.04 -0.63
H -6.04 -1.01 -1.50
C -0.71 -6.03 -3.27
C -2.08 -5.41 -3.51
S -2.52 -3.89 -2.60
C -2.35 -4.35 -0.84
C -0.93 -4.39 -0.31
S 0.05 -3.07 -1.11
C 1.68 -3.85 -1.21
C 1.75 -5.07 -2.13
S 0.72 -4.95 -3.65
H -0.62 -6.90 -3.93
H -0.62 -6.36 -2.24
H -2.85 -6.17 -3.32
H -2.16 -5.10 -4.55
H -2.86 -5.31 -0.68
H -2.89 -3.56 -0.33
H -0.44 -5.34 -0.50
H -0.95 -4.19 0.76
H 2.03 -4.12 -0.21
H 2.32 -3.05 -1.60
H 1.45 -5.98 -1.62
H 2.77 -5.19 -2.50
C 2.54 1.08 5.01
N 2.94 1.34 3.65
C 2.78 0.19 2.79
C 2.95 2.61 3.18
S 2.44 3.88 4.13
N 3.48 2.84 1.96
C 3.12 4.02 1.20
C 4.57 2.07 1.40
H 3.07 0.20 5.38
H 1.46 0.88 5.07
H 2.77 1.94 5.63
H 1.82 -0.29 3.03
H 3.59 -0.53 2.96
H 2.76 0.45 1.74
H 2.32 4.54 1.72
H 2.77 3.72 0.21
H 3.98 4.69 1.09
H 5.01 1.44 2.16
H 5.34 2.77 1.05
H 4.25 1.46 0.55
O 2.56 -0.10 -0.48
C 1.93 0.90 -0.87
O 0.94 1.42 -0.32
C 2.45 1.59 -2.14
C 3.53 1.04 -2.80
C 3.99 1.61 -3.99
C 3.38 2.76 -4.50
C 2.33 3.32 -3.80
C 1.84 2.74 -2.62
N 1.76 4.53 -4.30
O 2.01 4.86 -5.46
O 1.07 5.21 -3.55
N 5.10 1.05 -4.68
O 5.50 1.60 -5.70
O 5.63 0.04 -4.21
H 4.01 0.16 -2.39
H 3.74 3.21 -5.41
H 1.00 3.15 -2.10
O -2.25 -3.80 4.85
C -0.91 -4.02 4.84
C -0.33 -4.96 5.69
C 1.04 -5.14 5.71
C 1.85 -4.38 4.89
C 1.27 -3.46 4.03
C -0.10 -3.28 3.98
C -0.67 -2.25 3.00
O -0.29 -1.08 3.18
O -1.40 -2.67 2.09
H -2.68 -4.35 5.52
H -0.97 -5.55 6.35
H 1.48 -5.87 6.39
H 2.92 -4.51 4.90
H 1.89 -2.85 3.39
```

Output
HOMO-LUMO gap	3.77	eV
total charge	-2
energy relative to the best compared isomer or geometry (same formula, charge and spin)	266.0	kJ/mol
LUMO energy	2.58	eV
spin multiplicity	1
E	-116348.83640	eV

***

The following is a DFT calculation (wB97M-V/def2-TZVPD) of a structure of composition C34H45F3N5PV in a non-equilibrium geometry.

Geometry as XYZ:
```
89
C34H45F3N5PV wB97M-V/def2-TZVPD
V -0.20 -0.35 0.51
C 0.61 -3.83 2.12
C 1.64 -3.95 1.00
C 1.62 -2.82 -0.01
N 1.54 -1.49 0.59
C 2.61 -0.97 1.15
C 3.90 -1.56 1.07
C 5.08 -1.27 1.70
C 5.36 -0.32 2.68
C 4.49 0.64 3.13
C 3.19 0.94 2.70
C 2.36 0.35 1.75
N 1.17 0.88 1.37
C 0.95 2.33 1.55
C -0.33 2.68 2.29
C -1.54 2.23 1.49
N -1.61 0.77 1.42
C -2.36 0.12 2.32
C -3.01 0.77 3.38
C -3.90 0.32 4.33
C -4.48 -0.94 4.48
C -4.21 -2.04 3.71
C -3.29 -2.21 2.68
C -2.39 -1.34 2.08
N -1.48 -1.74 1.15
C -1.49 -3.15 0.74
C -0.84 -4.13 1.72
H 0.67 -2.84 2.57
H 0.88 -4.53 2.91
H 1.51 -4.90 0.47
H 2.63 -4.00 1.46
H 0.77 -2.93 -0.68
H 2.49 -2.90 -0.67
H 3.95 -2.40 0.39
H 5.91 -1.92 1.43
H 6.35 -0.33 3.11
H 4.86 1.29 3.91
H 2.76 1.79 3.22
H 0.89 2.78 0.55
H 1.80 2.79 2.04
H -0.37 3.77 2.41
H -0.33 2.23 3.29
H -1.42 2.59 0.46
H -2.47 2.66 1.86
H -2.75 1.81 3.50
H -4.21 1.07 5.05
H -5.20 -1.05 5.28
H -4.77 -2.93 3.96
H -3.27 -3.22 2.30
H -1.00 -3.21 -0.23
H -2.52 -3.47 0.55
H -0.89 -5.12 1.28
H -1.43 -4.16 2.64
F 4.65 -1.65 -4.43
C 3.93 -0.53 -4.63
F 4.78 0.51 -4.63
F 3.38 -0.62 -5.85
C 2.87 -0.39 -3.56
C 1.83 -1.29 -3.53
C 0.88 -1.16 -2.53
N 0.91 -0.20 -1.60
C 1.92 0.68 -1.66
C 2.91 0.62 -2.62
H 1.74 -2.08 -4.26
H 0.04 -1.85 -2.49
H 1.93 1.46 -0.91
H 3.71 1.35 -2.62
C -4.29 1.23 -2.59
C -3.04 0.82 -1.81
P -1.50 1.83 -2.04
C -2.18 3.54 -2.02
C -1.11 4.60 -1.73
C -1.20 1.54 -3.84
C -0.04 2.35 -4.42
H -5.10 0.52 -2.41
H -4.11 1.26 -3.66
H -4.64 2.21 -2.28
H -2.76 -0.21 -2.07
H -3.25 0.81 -0.74
H -2.94 3.57 -1.23
H -2.70 3.75 -2.95
H -0.67 4.45 -0.75
H -1.54 5.61 -1.75
H -0.31 4.57 -2.46
H -2.12 1.76 -4.40
H -1.01 0.47 -3.95
H -0.25 3.42 -4.39
H 0.13 2.08 -5.46
H 0.88 2.18 -3.87
```

Output
HOMO-LUMO gap (alpha / beta)	6.61 / 7.08	eV
total charge	+1
energy relative to the best compared isomer or geometry (same formula, charge and spin)	65.7	kJ/mol
LUMO energy (alpha / beta)	-3.08 / -2.92	eV
spin multiplicity	3
E	-86563.37851	eV

***

Look up the spin multiplicity of the third one. 1

***

Which of these has the highest E? C34H45ClNO5S2

***

spin multiplicity of number 2 (C34H45ClNO5S2)? 2